Formula: C7H23NO5
Source: OMol25
Level of theory: ωB97M-V with the def2-TZVPD basis set

Structure (XYZ):
```
36
C7H23NO5 (ωB97M-V with the def2-TZVPD basis set)
O -3.172 -4.429 2.175
O 0.337 -2.109 -0.582
O -1.403 -1.116 -4.438
O -1.139 -1.912 1.929
O 3.585 -4.300 -0.295
N -1.237 0.139 -0.855
C -0.532 1.322 -0.488
C 2.041 0.448 1.072
C -0.236 1.480 0.974
C 1.291 3.924 1.588
C 1.297 1.580 1.051
C 1.948 2.911 0.898
C -1.058 2.764 -0.960
H -2.165 0.103 -0.876
H 0.410 3.866 2.038
H -2.031 2.871 -0.601
H -0.735 -1.251 1.276
H 0.642 -1.283 -0.916
H -0.431 -2.375 -1.116
H -1.042 -0.173 -1.851
H 0.423 1.291 -1.006
H -0.970 2.236 1.451
H 3.111 0.420 1.146
H 1.582 5.019 1.522
H 3.755 -3.312 -0.013
H -0.576 3.649 -0.529
H 1.790 -0.483 1.071
H -1.890 -1.432 2.443
H 3.184 -4.268 -1.196
H 2.818 3.039 0.272
H -2.823 -4.825 1.358
H -0.643 0.578 1.513
H -2.501 -3.952 2.515
H -0.999 2.797 -2.145
H -0.607 -1.637 -4.573
H -2.024 -1.578 -3.852
```

Results
- Kohn-Sham gap (eV) = 8.85
- molecular weight (g mol⁻¹) = 201.26
- LUMO (eV) = 0.0
- total charge = 0
- relative energy (zero: lowest compared OMol25 entry of this formula, charge and spin) (eV) = 4.647
- E_HOMO (eV) = -8.84

Formula: C7H24B2O5S3
Source: OMol25
Level of theory: ωB97M-V with the def2-TZVPD basis set

Structure (XYZ):
```
41
C7H24B2O5S3 (ωB97M-V with the def2-TZVPD basis set)
S -7.123 -2.348 -0.060
S 8.505 1.038 -1.088
S -2.068 0.574 0.009
O 4.213 0.387 0.595
O 2.902 0.908 -1.533
O -1.828 -0.676 0.803
O -6.339 -1.281 -0.765
O 8.745 -0.212 -0.293
C -1.938 1.974 1.146
C 1.814 -0.894 0.173
C -3.852 0.714 -0.258
C -8.877 -1.965 -0.275
C 8.635 2.438 0.050
C 6.722 1.178 -1.354
C -7.068 -1.983 1.711
B 1.996 -2.231 -0.783
B 3.031 0.157 -0.266
H 8.349 3.357 -0.466
H -4.380 0.631 0.695
H 6.497 2.138 -1.826
H 6.405 0.369 -2.016
H -0.900 2.056 1.480
H -4.168 -0.095 -0.919
H -2.225 2.893 0.630
H -9.478 -2.652 0.324
H 1.583 -2.153 -1.885
H -2.584 1.813 2.013
H 2.939 0.246 -2.285
H -4.076 1.674 -0.729
H 2.542 -3.231 -0.467
H -6.042 -2.120 2.062
H -7.376 -0.950 1.890
H -9.075 -0.933 0.025
H -9.133 -2.089 -1.331
H 7.989 2.277 0.917
H 6.193 1.095 -0.401
H 1.954 -1.093 1.319
H 0.741 -0.456 -0.075
H -7.727 -2.670 2.246
H 4.831 -0.402 0.603
H 9.673 2.520 0.384
```

Results
- Kohn-Sham gap (eV) = 8.87
- molecular weight (g mol⁻¹) = 306.09
- LUMO (eV) = 0.1
- total charge = 0
- E_HOMO (eV) = -8.80

Formula: C7H24O8
Source: OMol25
Level of theory: ωB97M-V with the def2-TZVPD basis set

Structure (XYZ):
```
39
C7H24O8 (ωB97M-V with the def2-TZVPD basis set)
O 0.347 0.070 2.350
O -1.965 -0.466 1.344
O -1.279 1.926 2.949
O -2.462 1.160 -3.104
O 1.637 -2.024 1.358
O 0.862 -3.212 -0.996
O -2.120 -1.765 -1.635
O -1.447 -2.981 0.655
C 2.525 0.075 -1.501
C 0.405 1.405 -1.520
C 1.231 2.531 1.003
C -0.072 2.820 0.405
C -0.460 2.091 -0.647
C 1.591 1.105 -0.894
C 1.967 1.559 0.373
H -1.606 0.866 -3.535
H 1.210 -2.723 -0.273
H -1.451 1.757 2.051
H -2.154 -0.937 -2.067
H -1.509 -3.026 -0.250
H 0.182 -2.614 -1.439
H -2.344 -2.426 -2.305
H -0.707 3.681 0.841
H -2.180 1.700 -2.360
H 0.292 1.058 -2.613
H 2.786 -0.779 -0.814
H -1.619 2.151 -0.812
H 1.502 -0.987 1.309
H 2.854 1.233 0.897
H -0.378 -0.444 1.938
H 1.412 3.059 1.989
H 3.491 0.443 -1.909
H -0.595 -3.258 0.848
H -1.902 -1.275 0.909
H 2.101 -0.374 -2.396
H -2.805 -0.496 1.929
H 2.550 -1.885 1.639
H 0.745 -0.302 3.100
H -0.634 1.284 3.185
```

Results
- Kohn-Sham gap (eV) = 9.27
- molecular weight (g mol⁻¹) = 236.26
- LUMO (eV) = 0.2
- total charge = 0
- relative energy (zero: lowest compared OMol25 entry of this formula, charge and spin) (eV) = 4.080
- E_HOMO (eV) = -9.07